Entry 1:
Here is a 2-piece molecular cluster, C27H26N3O6S overall at a distorted geometry from the OMol25 dataset. Energies are from wB97M-V/def2-TZVPD.

Summary:
Frontier orbital gap: 3.63 eV
HOMO: -2.322 eV
Spin multiplicity: 1
Total charge: -1
Relative energy (zero: lowest compared OMol25 entry of this formula, charge and spin): 0.000 eV

Last column: Mulliken charge in e.
Atoms and positions in Å:
S (-2.065, -1.427, -1.406)  1.10
O (-4.561, 3.960, -3.066)  -0.64
O (-2.084, -1.153, 0.006)  -0.62
O (2.060, 2.260, 2.738)  -0.19
O (-2.829, -2.498, -1.987)  -0.65
O (-4.155, 3.712, -0.917)  -0.62
O (0.365, 3.297, 1.625)  -0.77
N (-2.634, 0.025, -2.096)  0.23
N (-4.086, 3.308, -2.102)  1.00
N (0.529, 0.178, 3.197)  -0.28
C (0.365, -2.845, 5.357)  -0.57
C (-3.133, -0.366, -5.785)  -0.69
C (2.712, 3.531, 3.071)  -0.25
C (2.327, -1.583, 4.682)  -0.56
C (-2.793, -0.786, -4.493)  -0.55
C (-0.051, 1.119, 2.512)  0.54
C (-2.963, 0.137, -3.463)  0.44
C (1.231, -2.615, -3.421)  -0.60
C (0.095, -0.877, 3.825)  -0.90
C (0.930, -1.769, 4.625)  0.87
C (-3.684, 0.913, -6.002)  -0.54
C (-2.931, 1.193, -1.440)  -0.45
C (-0.016, -2.609, -2.802)  -0.43
C (-0.416, -1.487, -2.065)  0.25
C (2.104, -1.534, -3.295)  1.03
C (0.818, 2.338, 2.238)  0.44
C (1.168, -3.698, 6.107)  -0.37
C (-3.480, 1.423, -3.673)  0.28
C (3.127, -2.454, 5.427)  -0.35
C (1.702, -0.430, -2.534)  -0.94
C (3.443, -1.582, -3.962)  -1.46
C (-1.477, 1.245, 2.177)  -0.85
C (-3.472, 2.073, -2.367)  -0.05
C (2.558, -3.514, 6.147)  -0.46
C (-3.873, 1.821, -4.950)  -0.47
C (0.461, -0.409, -1.900)  -0.44
C (4.202, 3.367, 2.914)  -1.14
H (-0.980, -1.131, 3.800)  0.13
H (-3.960, 1.208, -7.014)  0.35
H (-2.967, -1.041, -6.624)  0.39
H (-2.073, 1.278, 3.104)  0.27
H (0.170, 0.439, -1.282)  0.47
H (-1.844, 0.417, 1.557)  0.02
H (-0.688, -3.459, -2.905)  0.47
H (2.375, 0.426, -2.436)  0.31
H (-2.811, 1.352, -0.386)  0.46
H (2.321, 4.320, 2.418)  0.30
H (4.208, -2.314, 5.449)  0.33
H (4.569, 2.451, 3.385)  0.27
H (3.343, -1.733, -5.040)  0.34
H (4.479, 3.358, 1.855)  0.27
H (-1.610, 2.182, 1.627)  0.32
H (2.764, -0.758, 4.121)  0.45
H (-2.412, -1.781, -4.293)  0.39
H (3.994, -0.658, -3.797)  0.34
H (4.040, -2.412, -3.573)  0.34
H (0.720, -4.522, 6.666)  0.33
H (2.456, 3.750, 4.116)  0.28
H (-0.715, -2.999, 5.315)  0.29
H (1.532, -3.479, -4.018)  0.36
H (3.186, -4.187, 6.736)  0.32
H (4.707, 4.215, 3.384)  0.38
H (-4.296, 2.813, -5.090)  0.48



Entry 2:
Here is C27H26N4O8Ru as an isolated structure at a distorted geometry from the OMol25 dataset. Energies are from wB97M-V/def2-TZVPD.

Summary:
<S²>: 6.041
Frontier orbital gap (spin up / spin down): 7.23 / 4.90 eV
HOMO (spin up / spin down): -14.872 / -14.642 eV
Spin multiplicity: 5
Total charge: +2
Relative energy (zero: lowest compared OMol25 entry of this formula, charge and spin): 0.472 eV

Last column: Mulliken charge in e.
Atoms and positions in Å:
Ru (-1.106, 0.636, 0.327)  0.96
O (-0.521, -1.038, -0.520)  -0.13
O (-2.886, -0.026, -0.015)  -0.46
O (1.523, -2.184, -1.757)  -0.56
O (-4.644, -1.348, -0.231)  -0.56
O (1.682, -4.283, -1.320)  -0.58
O (-4.126, -6.099, -0.746)  -0.58
O (-2.221, -6.948, -1.350)  -0.58
O (0.800, 0.915, 0.679)  -0.29
N (3.797, -0.741, 0.443)  0.16
N (1.049, -3.249, -1.404)  1.02
N (2.937, 0.243, 0.090)  0.73
N (-2.952, -6.038, -1.026)  1.08
C (3.202, 1.278, -0.855)  -0.15
C (-2.534, -2.350, -0.551)  -0.13
C (-1.777, 2.934, 0.121)  -0.52
C (2.530, 2.489, -2.807)  -1.03
C (-0.971, -4.570, -1.207)  -0.20
C (1.776, 0.068, 0.786)  0.63
C (-3.148, 2.867, -0.250)  0.81
C (-1.373, 2.619, 1.441)  0.23
C (3.227, -1.532, 1.366)  0.63
C (1.953, -1.047, 1.614)  -1.04
C (-2.301, 1.945, 2.261)  0.04
C (-3.661, 1.842, 1.896)  0.48
C (-2.329, -4.693, -0.964)  -0.52
C (-4.655, 1.231, 2.823)  -1.66
C (-0.103, 3.181, 2.015)  -1.64
C (2.303, 1.469, -1.901)  -0.07
C (3.903, -2.734, 1.910)  -1.71
C (4.513, 3.136, -1.604)  -0.75
C (-1.135, -2.170, -0.731)  1.03
C (5.060, -0.942, -0.241)  -1.10
C (-3.115, -3.596, -0.670)  -0.60
C (-3.456, -1.194, -0.243)  -0.03
C (-0.384, -3.331, -1.124)  -0.41
C (3.635, 3.318, -2.664)  -0.50
C (-4.063, 2.359, 0.666)  -0.37
C (-3.606, 3.408, -1.561)  -1.64
C (4.305, 2.110, -0.698)  -0.17
H (-4.178, 0.611, 3.579)  0.42
H (-4.112, 4.364, -1.399)  0.41
H (1.233, -1.434, 2.314)  0.53
H (-5.114, 2.335, 0.403)  0.52
H (0.332, 2.525, 2.768)  0.37
H (3.420, -3.052, 2.830)  0.41
H (3.832, -3.554, 1.193)  0.36
H (-4.338, 2.747, -2.025)  0.41
H (-5.385, 0.639, 2.271)  0.39
H (-2.007, 1.676, 3.270)  0.64
H (-0.380, -5.437, -1.468)  0.66
H (-1.096, 3.491, -0.516)  0.62
H (-5.212, 2.018, 3.339)  0.40
H (3.813, 4.105, -3.384)  0.44
H (-0.350, 4.127, 2.501)  0.44
H (5.870, -0.398, 0.245)  0.38
H (-4.181, -3.705, -0.523)  0.68
H (4.975, 1.979, 0.143)  0.54
H (-2.780, 3.577, -2.249)  0.42
H (1.854, 2.623, -3.641)  0.46
H (1.466, 0.793, -2.016)  0.68
H (4.970, -0.600, -1.270)  0.39
H (0.636, 3.381, 1.242)  0.34
H (5.298, -2.001, -0.239)  0.42
H (4.957, -2.547, 2.110)  0.43
H (5.353, 3.805, -1.476)  0.43



Entry 3:
Here is C27H26N7PdS as an isolated structure at a distorted geometry from the OMol25 dataset. Energies are from wB97M-V/def2-TZVPD.

Summary:
Frontier orbital gap: 5.14 eV
HOMO: -2.511 eV
Spin multiplicity: 1
Total charge: -1
Relative energy (zero: lowest compared OMol25 entry of this formula, charge and spin): 1.368 eV

Last column: Mulliken charge in e.
Atoms and positions in Å:
Pd (0.245, -0.312, 0.300)  -0.47
S (2.390, 1.022, 1.226)  -0.35
N (0.964, -1.155, -1.770)  -0.95
N (-1.901, 0.023, -0.689)  -0.41
N (4.385, -0.661, 1.892)  -0.09
N (-1.284, -0.682, 1.990)  -1.28
N (0.037, -0.861, -2.679)  0.92
N (2.441, -1.577, 1.098)  -0.15
N (-1.749, 0.563, 2.121)  1.01
C (-3.897, -2.242, -2.778)  -1.17
C (1.931, -0.134, -3.519)  -1.00
C (-3.847, 1.446, -0.803)  -0.12
C (-2.236, -0.825, -1.668)  0.32
C (5.567, 1.409, 1.360)  -0.35
C (-3.544, -1.369, -1.784)  -0.18
C (-0.380, -0.846, 2.953)  -0.03
C (-4.803, 2.222, -0.196)  -0.92
C (3.118, -0.459, 1.390)  0.29
C (7.795, 1.715, 2.222)  -0.46
C (0.581, -0.259, -3.755)  -0.22
C (-5.876, 3.194, 1.883)  -1.52
C (-3.749, 1.870, 1.912)  -0.58
C (-2.777, 1.079, 1.316)  -0.47
C (5.472, 0.183, 2.016)  0.90
C (-2.823, 0.793, -0.076)  0.38
C (6.553, -0.261, 2.782)  -0.51
C (7.700, 0.501, 2.882)  -0.53
C (-1.691, -2.168, -3.651)  -0.16
C (-0.283, 0.313, 3.740)  -1.09
C (2.116, -0.707, -2.255)  -0.10
C (-1.175, 1.194, 3.174)  -0.13
C (6.722, 2.160, 1.466)  -0.74
C (-3.427, -3.524, -4.893)  -1.45
C (-4.790, 2.425, 1.183)  0.63
C (-1.310, -1.302, -2.637)  0.12
C (-2.989, -2.642, -3.758)  0.65
H (4.552, -1.595, 2.244)  0.21
H (4.736, 1.756, 0.770)  0.31
H (-6.308, 2.593, 2.687)  0.33
H (-4.450, -3.859, -4.723)  0.34
H (-0.020, 0.049, -4.590)  0.47
H (-1.404, 2.212, 3.417)  0.48
H (-4.273, -1.076, -1.041)  0.46
H (-5.590, 2.679, -0.788)  0.30
H (-3.870, 1.302, -1.875)  0.48
H (-4.911, -2.624, -2.816)  0.27
H (8.525, 0.143, 3.480)  0.34
H (1.491, -1.374, 0.623)  0.08
H (0.118, -1.797, 3.082)  0.51
H (-0.949, -2.462, -4.386)  0.41
H (3.036, -0.825, -1.710)  0.43
H (8.693, 2.312, 2.303)  0.36
H (2.909, -2.462, 0.979)  0.22
H (-3.729, 2.017, 2.987)  0.48
H (-3.397, -2.980, -5.840)  0.27
H (6.788, 3.104, 0.946)  0.36
H (-5.494, 4.115, 2.330)  0.30
H (-6.670, 3.458, 1.187)  0.36
H (2.672, 0.315, -4.154)  0.39
H (6.486, -1.208, 3.304)  0.29
H (0.360, 0.479, 4.583)  0.40
H (-2.786, -4.401, -4.997)  0.33



| no. | electronic energy (eV) |
| --- | --- |
| 1 | -56008.7747 |
| 2 | -53320.2052 |
| 3 | -53166.6034 |